Computed, not measured: an isolated ion of composition C24H19F2N2O and charge +1, with ωB97M-V/def2-TZVPD.

Properties
energy above the lowest of the compared OMol25 structures with the same formula, charge and spin	55.85	kcal per mole
spin multiplicity	1
net charge	+1
highest occupied orbital energy	-11.6	eV
SMILES	Cc1ccc(C(c2ccc(C)c(F)c2)[C@]2([N+]#N)Cc3ccccc3C2=O)cc1F
HOMO-LUMO gap	6.8	eV

Last column: Löwdin charge in e.
Positions of all 48 atoms, in Å:
C: 0.896 0.457 5.299  -0.019
C: 1.511 0.217 3.965  -0.199
C: 1.798 1.260 3.079  -0.012
C: 2.400 1.039 1.836  -0.064
C: 2.722 -0.263 1.415  -0.209
C: 3.311 -0.474 0.019  -0.051
C: 2.733 -1.758 -0.639  -0.136
C: 3.321 -2.279 -1.792  -0.041
C: 2.842 -3.420 -2.403  -0.011
C: 1.673 -4.071 -1.994  -0.191
C: 1.180 -5.333 -2.618  -0.023
C: 0.993 -3.435 -0.967  -0.217
F: -0.162 -4.011 -0.546  0.078
C: 1.433 -2.303 -0.324  0.043
C: 4.563 0.434 -0.554  -0.161
N: 5.183 0.667 0.878  0.128
N: 5.213 0.772 2.022  0.400
C: 4.725 1.848 -1.320  -0.021
C: 5.776 1.646 -2.356  -0.168
C: 6.200 2.537 -3.334  0.009
C: 7.128 2.099 -4.306  -0.035
C: 7.620 0.817 -4.256  -0.043
C: 7.223 -0.082 -3.236  0.040
C: 6.242 0.321 -2.332  -0.111
C: 5.665 -0.430 -1.204  -0.311
O: 6.132 -1.423 -0.644  0.138
C: 2.241 -1.342 2.241  0.056
C: 1.693 -1.060 3.484  -0.216
F: 1.348 -2.095 4.277  0.094
H: 0.961 1.518 5.537  0.084
H: -0.166 0.196 5.277  0.102
H: 1.352 -0.101 6.123  0.097
H: 1.581 2.272 3.415  0.123
H: 2.589 1.927 1.216  0.118
H: 2.940 0.506 -0.779  0.213
H: 4.256 -1.862 -2.171  0.099
H: 3.413 -3.864 -3.208  0.121
H: 1.793 -5.567 -3.486  0.081
H: 1.235 -6.199 -1.954  0.097
H: 0.144 -5.253 -2.955  0.094
H: 0.810 -1.916 0.477  0.124
H: 4.986 2.627 -0.588  0.139
H: 3.761 2.106 -1.765  0.137
H: 5.816 3.554 -3.376  0.124
H: 7.452 2.777 -5.087  0.120
H: 8.330 0.466 -5.005  0.120
H: 7.625 -1.084 -3.154  0.129
H: 2.312 -2.370 1.912  0.128

Computed, not measured: C24H19IrN10O7S2 as an isolated structure, with ωB97M-V/def2-TZVPD.

Properties
energy above the lowest of the compared OMol25 structures with the same formula, charge and spin	55.03	kcal per mole
spin multiplicity	5
net charge	+2
highest occupied orbital energy (spin up / spin down)	-12.0 / -14.1	eV
HOMO-LUMO gap (spin up / spin down)	5.8 / 5.8	eV

Last column: Löwdin spin population.
Positions of all 63 atoms, in Å:
Ir: -0.064 -0.113 -0.132  1.376
C: 4.225 -1.124 0.073  0.012
C: 2.739 -1.114 0.203  0.026
N: 1.983 -0.114 -0.113  0.005
N: 2.563 1.070 -0.492  0.001
C: 1.895 2.241 -0.634  0.023
N: 2.600 3.324 -0.941  0.017
S: 0.223 2.356 -0.463  0.114
C: 0.994 -1.999 1.941  0.090
C: 0.988 -3.009 3.025  0.262
C: -0.184 -3.487 3.522  0.007
C: -1.399 -3.093 2.937  0.293
C: -1.363 -2.206 1.865  0.085
N: -0.259 -1.673 1.392  0.242
H: 4.596 -0.485 -0.726  0.001
H: 4.572 -2.136 -0.126  0.004
H: 4.674 -0.813 1.022  0.000
H: 3.582 1.102 -0.467  0.000
H: 3.602 3.329 -1.048  0.001
H: 2.126 4.208 -1.049  0.002
H: 1.939 -3.289 3.452  0.013
H: -0.177 -4.170 4.359  -0.005
H: -2.342 -3.465 3.304  0.013
H: -2.284 -1.915 1.379  0.002
N: -1.770 -0.334 -3.967  0.004
C: -0.525 -0.434 -4.540  0.006
C: -0.124 -0.590 -5.858  0.001
C: 1.233 -0.665 -6.093  0.002
C: 2.163 -0.580 -5.052  -0.001
C: 1.774 -0.406 -3.742  0.002
C: 0.408 -0.322 -3.479  0.011
N: -0.300 -0.141 -2.325  0.114
C: -1.590 -0.176 -2.644  0.009
C: -2.574 0.036 -1.617  -0.001
C: -3.923 0.250 -1.718  -0.001
S: -4.598 0.586 -0.186  -0.001
C: -3.052 0.419 0.514  -0.002
N: -2.097 0.116 -0.328  -0.003
H: -2.651 -0.406 -4.456  0.000
H: -0.843 -0.648 -6.659  0.000
H: 1.587 -0.790 -7.103  0.000
H: 3.212 -0.664 -5.291  0.000
H: 2.504 -0.355 -2.949  0.000
H: -4.530 0.238 -2.602  0.000
H: -2.896 0.574 1.565  0.000
O: 4.628 -6.403 1.191  0.018
N: 4.416 -5.298 1.605  -0.002
O: 4.981 -4.739 2.513  -0.020
C: 3.360 -4.526 0.936  0.055
C: 3.147 -3.249 1.360  0.245
C: 2.107 -2.374 0.769  0.092
C: 1.320 -3.024 -0.396  0.128
O: 0.420 -2.368 -0.942  0.292
C: 1.685 -4.335 -0.777  0.036
C: 2.652 -5.091 -0.132  0.252
N: 0.972 -4.917 -1.900  -0.001
O: 0.254 -4.186 -2.548  0.015
O: 1.164 -6.086 -2.106  -0.011
N: 1.558 -0.679 2.520  0.063
O: 0.933 0.338 2.223  0.064
O: 2.631 -0.731 3.066  0.029
H: 3.760 -2.848 2.157  0.008
H: 2.860 -6.101 -0.458  0.012

Computed, not measured: one molecule with the formula C24H19N3, with ωB97M-V/def2-TZVPD.

Properties
spin multiplicity	1
net charge	0
highest occupied orbital energy	-7.1	eV
SMILES	Cn1c2ccccc2c2cc(/C=N/Nc3ccc4ccccc4c3)ccc21
HOMO-LUMO gap	7.7	eV

Last column: Löwdin charge in e.
Positions of all 46 atoms, in Å:
C: -0.976 1.897 -5.878  -0.001
N: -0.618 2.468 -4.559  -0.034
C: -0.378 3.822 -4.323  -0.139
C: -0.450 4.996 -5.112  -0.025
C: -0.109 6.189 -4.560  -0.100
C: 0.332 6.261 -3.204  -0.078
C: 0.403 5.106 -2.420  -0.019
C: 0.024 3.896 -2.992  -0.139
C: -0.020 2.600 -2.402  -0.122
C: 0.319 2.208 -1.110  0.025
C: 0.241 0.871 -0.789  -0.233
C: 0.422 0.564 0.631  -0.091
N: 0.193 -0.635 1.116  0.045
N: 0.275 -0.833 2.463  -0.015
C: 0.344 -2.115 2.992  -0.260
C: 0.480 -3.184 2.139  -0.021
C: 0.508 -4.501 2.617  -0.009
C: 0.351 -4.708 3.982  -0.214
C: 0.240 -5.999 4.441  -0.048
C: 0.015 -6.221 5.800  -0.083
C: -0.081 -5.133 6.700  -0.070
C: 0.016 -3.806 6.218  -0.045
C: 0.237 -3.619 4.881  -0.192
C: 0.248 -2.303 4.364  0.028
C: -0.100 -0.076 -1.768  -0.016
C: -0.405 0.360 -3.081  0.001
C: -0.361 1.713 -3.399  -0.161
H: -1.310 0.861 -5.709  0.084
H: -1.710 2.509 -6.372  0.079
H: -0.125 1.791 -6.548  0.086
H: -0.770 5.017 -6.151  0.106
H: -0.181 7.098 -5.093  0.088
H: 0.591 7.234 -2.734  0.105
H: 0.713 5.083 -1.378  0.108
H: 0.624 2.974 -0.396  0.118
H: 0.675 1.412 1.295  0.120
H: 0.139 -0.043 3.110  0.152
H: 0.635 -3.031 1.076  0.100
H: 0.514 -5.333 1.909  0.119
H: 0.259 -6.831 3.739  0.114
H: -0.140 -7.254 6.140  0.100
H: -0.192 -5.278 7.771  0.094
H: -0.087 -3.001 6.959  0.118
H: 0.129 -1.466 4.998  0.101
H: -0.204 -1.146 -1.548  0.112
H: -0.711 -0.411 -3.816  0.110

Computed, not measured: one molecule with the formula C24H19N3O4S, with ωB97M-V/def2-TZVPD.

Properties
energy above the lowest of the compared OMol25 structures with the same formula, charge and spin	38.57	kcal per mole
spin multiplicity	1
net charge	0
highest occupied orbital energy	-8.4	eV
SMILES	COc1ccc(C(=O)Nn2c(SCC(=O)c3ccccc3)nc3ccccc3c2=O)cc1
HOMO-LUMO gap	8.7	eV

Last column: Löwdin charge in e.
Positions of all 51 atoms, in Å:
C: -3.931 -3.201 6.639  -0.082
O: -2.647 -3.304 6.070  -0.075
C: -2.303 -2.453 5.074  -0.270
C: -1.005 -2.596 4.574  0.010
C: -0.551 -1.793 3.552  -0.016
C: -1.384 -0.817 3.004  -0.144
C: -0.961 0.107 1.931  -0.438
O: -1.380 1.234 1.795  0.076
N: -0.095 -0.456 1.008  0.114
N: 0.600 0.383 0.144  0.021
C: -0.049 1.037 -0.858  -0.533
S: -1.706 0.627 -1.167  1.056
C: -1.936 1.702 -2.613  -0.338
C: -0.740 1.790 -3.561  -0.461
O: -0.502 2.842 -4.109  0.073
C: -0.044 0.528 -3.923  -0.178
C: 1.254 0.625 -4.424  -0.019
C: 1.966 -0.510 -4.755  -0.069
C: 1.384 -1.759 -4.608  -0.083
C: 0.084 -1.864 -4.144  -0.076
C: -0.631 -0.729 -3.801  -0.058
N: 0.516 1.895 -1.630  0.109
C: 1.839 2.179 -1.463  -0.186
C: 2.439 3.147 -2.276  -0.004
C: 3.780 3.419 -2.133  -0.061
C: 4.550 2.745 -1.184  -0.074
C: 3.972 1.798 -0.370  -0.006
C: 2.612 1.504 -0.499  -0.062
C: 1.978 0.534 0.374  -0.336
O: 2.502 -0.139 1.239  0.089
C: -2.665 -0.658 3.524  -0.001
C: -3.131 -1.468 4.540  -0.004
H: -4.715 -3.387 5.898  0.097
H: -3.974 -3.970 7.408  0.094
H: -4.089 -2.221 7.099  0.097
H: -0.370 -3.348 5.015  0.121
H: 0.470 -1.906 3.219  0.115
H: 0.468 -1.251 1.291  0.136
H: -2.167 2.707 -2.259  0.094
H: -2.800 1.303 -3.148  0.092
H: 1.690 1.605 -4.535  0.110
H: 2.975 -0.423 -5.130  0.104
H: 1.940 -2.649 -4.865  0.102
H: -0.379 -2.835 -4.048  0.103
H: -1.648 -0.833 -3.456  0.087
H: 1.824 3.660 -2.997  0.114
H: 4.244 4.166 -2.760  0.107
H: 5.601 2.972 -1.087  0.103
H: 4.542 1.269 0.379  0.120
H: -3.296 0.114 3.110  0.124
H: -4.133 -1.323 4.911  0.105